1.
Molecular formula: C65H51CaN4O3P3Si
Method: DFT, the ωB97M-V functional and the def2-TZVPD basis

Atoms and positions in Å:
Ca (0.0797, -1.0578, 0.0738)
C (-2.5446, 5.0671, -4.7779)
C (-2.1735, 5.4540, -3.4998)
C (-1.9110, 4.4997, -2.5357)
C (-2.0343, 3.1435, -2.8326)
C (-2.3985, 2.7625, -4.1223)
C (-2.6530, 3.7205, -5.0850)
P (-1.4377, 1.9091, -1.6237)
C (-2.5304, 0.5070, -2.0933)
C (-3.8561, 0.4704, -2.1857)
C (-4.5015, -0.8397, -2.5555)
C (-3.7149, -1.4780, -3.6650)
C (-2.3978, -1.4535, -3.5725)
C (-1.8016, -0.7908, -2.3584)
C (-2.2110, 2.5570, -0.0898)
C (-3.4454, 3.1907, -0.0650)
C (-3.9301, 3.7059, 1.1274)
C (-3.1772, 3.6003, 2.2859)
C (-1.9421, 2.9729, 2.2537)
C (-1.4420, 2.4473, 1.0724)
Si (0.2217, 1.5327, 0.8130)
C (1.2978, 1.7678, 2.3970)
C (1.6504, 3.0208, 2.8824)
C (2.4685, 3.1815, 3.9877)
C (2.9181, 2.0670, 4.6711)
C (2.5576, 0.8074, 4.2293)
C (1.7860, 0.6525, 3.0808)
P (1.1971, -1.0484, 2.7108)
C (2.3355, -2.1512, 3.7994)
C (3.9466, -3.4940, 3.2218)
C (4.1704, -4.3890, 4.3902)
C (3.5021, -4.3291, 5.5495)
C (2.4281, -3.4303, 5.9199)
C (1.8896, -2.4604, 5.1711)
C (2.3009, -1.4831, 1.1831)
C (1.9183, -2.7533, 1.6732)
C (2.4565, -3.4265, 2.8760)
C (3.8830, -2.0072, 3.6586)
C (4.3545, -1.1260, 2.5644)
C (3.6731, -0.9930, 1.4304)
C (0.9499, 2.9331, -0.3181)
C (0.7127, 4.2836, -0.0827)
C (1.2384, 5.2710, -0.8972)
C (2.0326, 4.9282, -1.9778)
C (2.2562, 3.5934, -2.2548)
C (1.6930, 2.6074, -1.4494)
P (1.9343, 0.8512, -1.8918)
C (3.7616, 1.0051, -1.9915)
C (4.3636, 1.5327, -0.8471)
C (5.7315, 1.7048, -0.7881)
C (6.5195, 1.3516, -1.8725)
C (5.9298, 0.8256, -3.0086)
C (4.5577, 0.6426, -3.0696)
C (1.4438, 0.8233, -3.6586)
C (0.7628, 1.8586, -4.2901)
C (0.3557, 1.7263, -5.6055)
C (0.6016, 0.5551, -6.3009)
C (1.2484, -0.4949, -5.6686)
C (1.6549, -0.3685, -4.3534)
H (-2.7381, 5.8120, -5.5358)
H (-2.0923, 6.5040, -3.2568)
H (-1.6063, 4.7985, -1.5419)
H (-2.4768, 1.7108, -4.3644)
H (-2.9377, 3.4138, -6.0815)
H (-4.4915, 1.3235, -2.0090)
H (-5.5410, -0.6947, -2.8568)
H (-4.2512, -1.9354, -4.4810)
H (-1.7316, -1.8681, -4.3142)
H (-0.7316, -0.6004, -2.5239)
H (-4.0245, 3.3056, -0.9722)
H (-4.8886, 4.2066, 1.1480)
H (-3.5440, 4.0275, 3.2094)
H (-1.3445, 2.9077, 3.1537)
H (1.2829, 3.8982, 2.3748)
H (2.7415, 4.1721, 4.3226)
H (3.5445, 2.1715, 5.5450)
H (2.8726, -0.0530, 4.7977)
H (4.6288, -3.7099, 2.3983)
H (4.9416, -5.1371, 4.2752)
H (3.7749, -5.0395, 6.3198)
H (2.0236, -3.5911, 6.9091)
H (1.0565, -1.8791, 5.5463)
H (0.9513, -3.1406, 1.3769)
H (1.8792, -4.3102, 3.1485)
H (4.4008, -1.8035, 4.5980)
H (5.3218, -0.6621, 2.7070)
H (4.0923, -0.3888, 0.6348)
H (0.0807, 4.5700, 0.7461)
H (1.0277, 6.3105, -0.6889)
H (2.4606, 5.6951, -2.6077)
H (2.8658, 3.3168, -3.1058)
H (3.7404, 1.8334, -0.0135)
H (6.1820, 2.1199, 0.1017)
H (7.5884, 1.4994, -1.8338)
H (6.5423, 0.5616, -3.8587)
H (4.1100, 0.2432, -3.9689)
H (0.5464, 2.7744, -3.7590)
H (-0.1614, 2.5438, -6.0852)
H (0.2874, 0.4584, -7.3298)
H (1.4304, -1.4163, -6.2023)
H (2.1348, -1.1995, -3.8496)
C (-5.7616, -0.6934, 0.5134)
C (-5.7282, -1.5360, -0.5153)
C (-4.4800, -1.7809, -1.3105)
C (-3.2217, -1.5818, -0.4287)
C (-3.3609, -0.3983, 0.4901)
C (-4.5536, -0.0317, 0.9541)
N (-1.9179, -1.5889, -1.1285)
N (-1.6523, -2.9812, -1.2665)
C (-0.3920, -3.4229, -1.4986)
C (-0.2646, -4.8264, -1.5706)
C (0.9856, -5.3719, -1.7139)
C (2.0849, -4.5168, -1.8062)
C (1.8715, -3.1576, -1.7033)
N (0.6686, -2.6065, -1.5443)
H (-6.6795, -0.4769, 1.0382)
H (-6.6196, -2.0326, -0.8652)
H (-4.4638, -2.8198, -1.6554)
H (-2.4420, 0.0350, 0.8583)
H (-4.6362, 0.7755, 1.6652)
H (-1.1540, -5.4221, -1.4606)
H (1.1109, -6.4439, -1.7540)
H (3.0792, -4.9130, -1.9386)
H (2.6984, -2.4540, -1.7311)
O (-3.1593, -2.7436, 0.4242)
N (-1.8653, -3.2890, 0.4227)
O (-1.8575, -4.4787, 0.6125)
O (-1.0388, -2.5476, 0.9925)

Forces on atoms 1 to 6 (eV/Å):
1.0 1.1 -1.2
0.0 0.0 -0.1
0.0 0.1 -0.1
0.0 -0.1 0.1
0.4 0.1 -0.1
0.0 0.0 0.2

Results
E_tot = -4943.0703 a.u.
M = 1097.234 g mol⁻¹
Strongest force on any atom = 2.35 eV/Å
Multiplicity = 1
E_HOMO = -6.60 eV

2.
Molecular formula: C65H56BCl3F2MgN4O6P3
Method: DFT, the ωB97M-V functional and the def2-TZVPD basis

Atoms and positions in Å:
Mg (-0.4825, -0.7880, -0.2125)
C (2.0526, 2.4806, 1.9039)
N (1.0431, 1.6630, 2.6426)
P (1.3158, 0.0212, 2.0477)
C (3.1426, -0.0547, 2.4447)
C (4.0135, -0.4063, 1.4177)
C (5.3668, -0.6017, 1.6624)
C (5.8726, -0.4246, 2.9395)
C (5.0231, -0.0210, 3.9621)
C (3.6714, 0.1537, 3.7171)
C (0.8602, -1.0120, 3.4932)
C (0.7067, -2.3795, 3.2698)
C (0.4004, -3.2348, 4.3166)
C (0.2662, -2.7393, 5.6041)
C (0.4411, -1.3834, 5.8399)
C (0.7297, -0.5265, 4.7893)
P (-0.5207, 2.4496, 2.3134)
C (-0.1609, 4.0314, 3.2318)
C (0.8705, 4.2468, 4.1411)
C (0.9677, 5.4486, 4.8281)
C (0.0347, 6.4536, 4.6199)
C (-1.0058, 6.2455, 3.7255)
C (-1.0965, 5.0455, 3.0395)
C (-1.7008, 2.0255, 3.6776)
C (-1.4082, 1.8698, 5.0260)
C (-2.4211, 1.6070, 5.9366)
C (-3.7442, 1.5570, 5.5217)
C (-4.0542, 1.7983, 4.1906)
C (-3.0366, 2.0261, 3.2771)
H (3.0050, 2.4422, 2.4318)
H (1.7376, 3.5201, 1.8477)
H (2.2125, 2.1273, 0.8768)
H (3.6207, -0.5161, 0.4117)
H (6.0265, -0.8948, 0.8552)
H (6.9241, -0.5876, 3.1385)
H (5.4162, 0.1486, 4.9567)
H (3.0251, 0.4652, 4.5248)
H (0.8001, -2.7748, 2.2674)
H (0.2539, -4.2886, 4.1215)
H (0.0216, -3.4033, 6.4230)
H (0.3475, -0.9897, 6.8448)
H (0.8560, 0.5298, 4.9746)
H (1.6068, 3.4710, 4.3139)
H (1.7770, 5.6045, 5.5314)
H (0.1125, 7.3913, 5.1557)
H (-1.7480, 7.0167, 3.5586)
H (-1.9076, 4.8805, 2.3384)
H (-0.3891, 1.9846, 5.3691)
H (-2.1832, 1.4491, 6.9815)
H (-4.5274, 1.3324, 6.2342)
H (-5.0870, 1.7983, 3.8646)
H (-3.2647, 2.1829, 2.2281)
Cl (0.2765, 4.9248, -1.8232)
C (-1.2866, 5.5990, -2.1128)
C (-1.5112, 6.9372, -1.8505)
C (-2.7457, 7.4958, -2.1325)
C (-3.7498, 6.7065, -2.6672)
C (-3.5166, 5.3679, -2.9258)
Cl (-4.8329, 4.4131, -3.5275)
C (-2.2718, 4.7587, -2.6604)
N (-2.0249, 3.4211, -2.8833)
C (-2.2778, 2.8082, -4.1093)
C (-2.1921, 3.5999, -5.2578)
C (-2.3008, 3.0519, -6.5194)
C (-2.4831, 1.6916, -6.6576)
C (-2.6095, 0.9017, -5.5284)
C (-2.5424, 1.4265, -4.2406)
C (-2.7891, 0.4570, -3.1034)
C (-1.5809, -0.0385, -2.2533)
O (-0.4700, -0.1864, -3.2446)
O (-1.2089, 0.7295, -1.2436)
H (-0.7137, 7.5330, -1.4297)
H (-2.9275, 8.5426, -1.9311)
H (-4.7310, 7.1153, -2.8637)
H (-1.4492, 2.8854, -2.2215)
H (-2.0036, 4.6608, -5.1442)
H (-2.2209, 3.6842, -7.3950)
H (-2.5295, 1.2389, -7.6399)
H (-2.7757, -0.1631, -5.6387)
H (-3.2318, -0.4387, -3.5419)
H (-3.4855, 0.8890, -2.3830)
N (-6.3619, -3.8996, -2.3954)
C (-5.0845, -4.0723, -2.9743)
O (-4.9510, -4.9673, -3.8259)
C (-4.0500, -3.2149, -2.5126)
C (-2.7669, -3.2362, -3.1366)
C (-1.7550, -2.4447, -2.7523)
N (-1.8613, -1.4194, -1.7356)
C (-3.1626, -1.4483, -1.0863)
C (-4.1626, -2.2704, -1.4351)
H (-7.0749, -4.3766, -2.9241)
H (-6.6189, -2.9597, -2.1418)
H (-2.6089, -3.9725, -3.9165)
H (-0.7793, -2.5064, -3.2059)
H (-3.2548, -0.7349, -0.2767)
H (-5.0636, -2.2493, -0.8325)
F (1.6898, -0.0856, -4.0226)
B (0.8150, -0.0220, -3.0036)
F (1.4121, 0.2343, -1.8189)
Cl (-2.9949, -3.1380, 3.4259)
C (-2.5325, -1.4627, 3.1074)
C (-1.6896, -1.3223, 1.8400)
O (-1.4705, -2.2929, 1.1176)
O (-1.2760, -0.1539, 1.5561)
H (-1.9871, -1.0837, 3.9679)
H (-3.4432, -0.8867, 2.9793)
O (0.8079, -2.2471, -0.6146)
P (1.2847, -3.5087, -1.2617)
C (2.2594, -3.1443, -2.7521)
C (3.5642, -2.6936, -2.5486)
C (4.3841, -2.4152, -3.6268)
C (3.9134, -2.5985, -4.9202)
C (2.6100, -3.0203, -5.1281)
C (1.7801, -3.2880, -4.0512)
C (2.4616, -4.3433, -0.1623)
C (2.8250, -5.6789, -0.3189)
C (3.7743, -6.2360, 0.5207)
C (4.3686, -5.4724, 1.5188)
C (4.0034, -4.1438, 1.6835)
C (3.0531, -3.5860, 0.8452)
C (0.0432, -4.7618, -1.6309)
C (0.2564, -5.7073, -2.6318)
C (-0.6863, -6.7029, -2.8441)
C (-1.8188, -6.7724, -2.0470)
C (-2.0088, -5.8497, -1.0263)
C (-1.0830, -4.8437, -0.8141)
H (3.9290, -2.5663, -1.5365)
H (5.3885, -2.0480, -3.4605)
H (4.5601, -2.3993, -5.7645)
H (2.2264, -3.1282, -6.1341)
H (0.7580, -3.5973, -4.2254)
H (2.3624, -6.2794, -1.0915)
H (4.0575, -7.2737, 0.3984)
H (5.1095, -5.9171, 2.1705)
H (4.4550, -3.5394, 2.4604)
H (2.7537, -2.5531, 0.9622)
H (1.1421, -5.6592, -3.2517)
H (-0.5362, -7.4177, -3.6432)
H (-2.5574, -7.5415, -2.2274)
H (-2.8929, -5.9060, -0.4067)
H (-1.2385, -4.0994, -0.0419)

Forces on atoms 1 to 6 (eV/Å):
0.0 -0.3 0.3
0.0 0.1 0.0
-0.1 -0.2 -0.5
0.6 0.3 1.0
0.0 -0.1 -0.3
-0.1 0.1 0.0

Results
Charge = -1
E_tot = -6010.7993 a.u.
M = 1261.579 g mol⁻¹
Strongest force on any atom = 1.42 eV/Å
Multiplicity = 1
E_HOMO = -2.52 eV

3.
Molecular formula: C65H65N13
Method: DFT, the ωB97M-V functional and the def2-TZVPD basis

Atoms and positions in Å:
N (-0.7579, -2.7243, 3.0647)
C (-0.9734, -3.9983, 3.4877)
C (-1.9585, -4.3829, 4.4300)
C (-2.8874, -3.4179, 4.8575)
C (-2.7274, -2.1041, 4.3678)
C (-1.5953, -1.7881, 3.5404)
H (-0.2829, -4.7457, 3.1259)
H (-2.1086, -5.3487, 4.8894)
H (-3.7290, -3.6577, 5.4904)
H (-3.4459, -1.3321, 4.6006)
H (-1.5309, -0.7773, 3.1656)
N (-5.4460, 2.3964, -2.2380)
C (-6.1594, 3.4311, -2.8267)
C (-5.6877, 4.1350, -3.9844)
C (-4.5081, 3.7235, -4.5708)
C (-3.7575, 2.6859, -3.9923)
C (-4.2486, 2.0479, -2.8296)
H (-7.0997, 3.7478, -2.4002)
H (-6.3392, 4.8330, -4.4891)
H (-4.1342, 4.1346, -5.4969)
H (-2.8459, 2.3405, -4.4570)
H (-3.7857, 1.1694, -2.4049)
N (-4.7515, 0.7511, 3.2165)
C (-3.7482, 1.6526, 3.4467)
C (-3.1261, 2.2924, 2.3959)
C (-3.5210, 2.1279, 1.0562)
C (-4.5523, 1.2340, 0.8431)
C (-5.1211, 0.4753, 1.9029)
H (-3.5273, 2.0357, 4.4321)
H (-2.4220, 3.0676, 2.6600)
H (-3.1645, 2.6954, 0.2093)
H (-4.9457, 1.0670, -0.1488)
H (-5.9244, -0.2387, 1.7971)
N (2.1272, 0.0021, 0.4430)
C (1.8650, 1.0130, -0.3884)
C (0.5782, 1.2503, -0.8440)
C (-0.4547, 0.4092, -0.4836)
C (-0.1803, -0.5819, 0.3726)
C (1.1052, -0.7963, 0.8296)
H (2.5977, 1.7054, -0.7760)
H (0.3653, 2.1445, -1.4108)
H (-1.4770, 0.5864, -0.7836)
H (-1.0308, -1.0840, 0.8094)
H (1.1978, -1.3426, 1.7565)
N (-4.5729, -5.4101, 0.2030)
C (-3.8540, -4.2618, 0.2855)
C (-4.0278, -3.2548, 1.2396)
C (-5.0256, -3.4939, 2.1377)
C (-5.7471, -4.6603, 2.1464)
C (-5.5114, -5.5914, 1.1577)
H (-3.0647, -4.1270, -0.4393)
H (-3.3785, -2.3936, 1.2944)
H (-5.2450, -2.6908, 2.8257)
H (-6.5985, -4.7688, 2.8019)
H (-6.0447, -6.5304, 1.1736)
N (5.8626, -2.8567, 0.6068)
C (5.0540, -1.9766, -0.0592)
C (5.3453, -0.6116, -0.1701)
C (6.4760, -0.1048, 0.4964)
C (7.2327, -0.9386, 1.2764)
C (6.9143, -2.3440, 1.3174)
H (4.2129, -2.2808, -0.6644)
H (4.7466, 0.0020, -0.8269)
H (6.7199, 0.9349, 0.3348)
H (8.0987, -0.6304, 1.8433)
H (7.4150, -3.0530, 1.9601)
N (1.7813, -1.7990, 5.7329)
C (2.1756, -1.4371, 4.4735)
C (3.2014, -2.0801, 3.8199)
C (3.8327, -3.1968, 4.4097)
C (3.3731, -3.5822, 5.7161)
C (2.3364, -2.8680, 6.2946)
H (1.6432, -0.5884, 4.0703)
H (3.4195, -1.8152, 2.7958)
H (4.5271, -3.8245, 3.8708)
H (3.7888, -4.5033, 6.0972)
H (1.9045, -3.2087, 7.2241)
N (-3.1615, -1.4857, -1.6812)
C (-2.5479, -1.3523, -2.8875)
C (-3.1901, -1.2653, -4.0805)
C (-4.5565, -1.2050, -4.0855)
C (-5.3291, -1.3798, -2.8874)
C (-4.5144, -1.5257, -1.7262)
H (-1.4738, -1.4638, -2.8673)
H (-2.7301, -1.1838, -5.0542)
H (-5.0539, -1.0687, -5.0344)
H (-6.4078, -1.3768, -2.9410)
H (-4.9371, -1.8546, -0.7883)
N (5.5754, 3.2714, 1.5411)
C (4.7195, 2.2937, 1.8921)
C (4.7598, 1.5466, 3.0175)
C (5.7475, 1.8544, 3.9402)
C (6.6991, 2.8095, 3.6276)
C (6.6161, 3.4380, 2.3876)
H (4.0159, 2.1277, 1.0897)
H (4.0706, 0.7216, 3.1212)
H (5.8472, 1.2869, 4.8536)
H (7.5506, 2.9744, 4.2711)
H (7.3746, 4.1563, 2.1133)
N (5.8780, 1.3900, -4.0905)
C (6.0121, 2.0085, -2.9302)
C (5.0326, 2.8121, -2.3863)
C (3.7878, 2.9248, -3.1067)
C (3.7302, 2.4157, -4.3742)
C (4.7503, 1.5684, -4.7709)
H (6.9399, 1.9157, -2.3852)
H (5.1857, 3.3109, -1.4407)
H (2.9288, 3.5135, -2.8203)
H (2.9074, 2.5784, -5.0545)
H (4.6483, 1.0274, -5.7001)
N (-1.9548, 7.3014, -0.1362)
C (-2.4843, 7.2710, -1.3863)
C (-2.5339, 6.1250, -2.1325)
C (-1.9661, 4.9492, -1.6090)
C (-1.4075, 4.9893, -0.3452)
C (-1.4407, 6.1551, 0.3920)
H (-2.9756, 8.1854, -1.6842)
H (-2.9992, 6.2740, -3.0958)
H (-2.1541, 3.9893, -2.0668)
H (-0.9106, 4.0942, -0.0013)
H (-0.9544, 6.2718, 1.3492)
N (-0.5544, 1.5040, -6.4398)
C (-0.4538, 2.8640, -6.4334)
C (-0.0948, 3.5307, -5.2282)
C (0.2285, 2.7805, -4.1252)
C (0.1317, 1.4163, -4.1862)
C (-0.2838, 0.7694, -5.3503)
H (-0.6711, 3.4333, -7.3250)
H (0.0686, 4.5925, -5.3387)
H (0.5686, 3.2311, -3.2045)
H (0.4461, 0.8500, -3.3220)
H (-0.4182, -0.2934, -5.4874)
N (2.5517, -6.6236, 0.6512)
C (1.3941, -6.5626, -0.0485)
C (0.6817, -5.3568, -0.1843)
C (1.0936, -4.2418, 0.5302)
C (2.3126, -4.3503, 1.2544)
C (2.9725, -5.5850, 1.3322)
H (1.0975, -7.4326, -0.6157)
H (-0.1897, -5.3231, -0.8214)
H (0.5175, -3.3304, 0.5919)
H (2.6793, -3.5051, 1.8179)
H (3.9556, -5.6454, 1.7752)

Forces on atoms 1 to 6 (eV/Å):
-0.9 -0.6 0.8
-0.3 0.4 1.0
-0.5 1.4 -0.1
1.0 1.2 -1.3
1.3 -0.7 -0.3
-1.8 -1.4 0.5

Results
Charge = -1
E_tot = -3227.5393 a.u.
M = 1028.326 g mol⁻¹
Strongest force on any atom = 3.87 eV/Å
Multiplicity = 2
E_HOMO (alpha / beta) = -0.57 / -5.15 eV
Energy relative to the best compared isomer or geometry (same formula, charge and spin) = 0.0 kJ/mol

Look up the E_tot of the second one. -6010.7993 a.u.